(a)
{
  "formula": "C4H7NO",
  "method": "wB97M-V/def2-TZVPD",
  "elements": ["H", "N", "C", "C", "C", "C", "O", "H", "H", "H", "H", "H", "H"],
  "xyz": [[-1.6815, -2.2018, -0.3938], [-1.1459, -1.4687, 0.0844], [-0.3772, -0.8735, -0.7365], [0.3880, 0.3120, -0.5140], [1.6321, 0.3957, -1.1183], [-0.1518, 1.2933, 0.5456], [-1.3944, 0.8928, 0.9567], [-0.2404, -1.2150, -1.7348], [2.2325, 1.2978, -1.0716], [1.9257, -0.3182, -1.8493], [-0.2994, 2.3469, 0.2486], [0.3999, 1.2012, 1.4381], [-1.4591, -0.1487, 0.8401]],
  "nbo_charge": [0.3648, -0.6422, 0.1357, -0.0937, -0.3194, -0.0909, -0.7669, 0.1638, 0.2062, 0.1930, 0.1917, 0.1794, 0.4784],
  "smiles": "[H]/N=C/C(=C)CO",
  "homo_ev": -9.1275,
  "lumo_ha": 0.001
}

(b)
{
  "formula": "C4H7NO",
  "method": "wB97M-V/def2-TZVPD",
  "elements": ["O", "C", "N", "C", "C", "C", "H", "H", "H", "H", "H", "H", "H"],
  "xyz": [[2.4409, -1.5849, -0.4461], [1.7576, -0.5892, -0.5127], [0.8026, -0.2640, 0.4217], [0.0053, 0.8840, 0.3711], [-0.9591, 1.1725, 1.2446], [-1.1303, -0.7230, -1.5242], [1.8235, 0.1509, -1.3286], [0.7178, -0.8977, 1.2069], [0.2379, 1.5368, -0.4656], [-1.1957, 0.5223, 2.0831], [-1.5326, 2.0854, 1.1392], [-2.1020, -0.5450, -1.0120], [-0.8659, -1.7480, -1.1774]],
  "nbo_charge": [-0.5770, 0.5430, -0.6308, -0.0136, -0.4736, -0.1951, 0.1270, 0.4114, 0.2216, 0.1995, 0.2185, 0.0861, 0.0830],
  "homo_ev": [-9.2177, -9.2263],
  "lumo_ha": [-0.035, -0.035]
}

(c)
{
  "formula": "C4H7NO",
  "method": "wB97M-V/def2-TZVPD",
  "elements": ["C", "C", "C", "C", "O", "N", "H", "H", "H", "H", "H", "H", "H"],
  "xyz": [[-1.5379, -0.3466, 0.3137], [-0.2943, -0.1127, -0.5254], [0.5845, 1.1029, -0.1308], [1.6646, 0.0673, 0.2232], [2.7796, 0.0986, 0.6796], [0.8543, -0.9577, -0.1913], [-1.9794, -1.3276, 0.1044], [-1.2973, -0.3009, 1.3818], [-2.2897, 0.4184, 0.0913], [-0.5387, -0.1439, -1.5944], [0.8639, 1.7743, -0.9461], [0.2245, 1.6842, 0.7229], [0.9659, -1.9564, -0.1287]],
  "nbo_charge": [-0.6213, -0.0306, -0.5104, 0.6887, -0.5875, -0.6294, 0.2128, 0.2122, 0.2172, 0.1851, 0.2322, 0.2275, 0.4035],
  "smiles": "C[C@H]1CC(=O)N1",
  "homo_ev": -9.8001,
  "lumo_ha": 0.035
}

Relative energy table, unit kcal/mol: (a) 47.7; (b) 113.7; (c) 0.0

(a)
{
  "formula": "C4H7NO",
  "method": "wB97M-V/def2-TZVPD",
  "elements": ["N", "C", "O", "C", "C", "C", "H", "H", "H", "H", "H", "H", "H"],
  "xyz": [[-1.0431, 0.8628, -1.2028], [-1.1726, -0.1089, -0.1698], [-1.8808, -1.0810, -0.2930], [-0.0598, 0.1489, 0.7867], [1.0685, -0.2430, -0.1737], [1.0639, -0.7160, 1.2622], [-1.0733, 1.8481, -0.9917], [-1.4135, 0.5970, -2.0989], [0.0412, 1.1894, 1.0990], [0.7689, -1.0781, -0.8027], [1.1047, 0.6512, -0.8353], [1.7031, -0.2837, 2.0269], [0.8925, -1.7865, 1.3931]],
  "nbo_charge": [-0.9020, 0.6860, -0.5794, -0.3394, -0.4295, -0.3739, 0.3897, 0.3963, 0.2093, 0.2109, 0.2688, 0.2265, 0.2366],
  "smiles": "NC(=O)C1CC1",
  "homo_ev": -9.1821,
  "lumo_ha": 0.034
}

(b)
{
  "formula": "C4H7NO",
  "method": "wB97M-V/def2-TZVPD",
  "elements": ["C", "C", "O", "N", "C", "C", "H", "H", "H", "H", "H", "H", "H"],
  "xyz": [[2.0154, -0.0934, -0.3241], [0.8154, 0.6340, 0.2547], [0.9528, 1.6020, 0.9780], [-0.4348, 0.2601, -0.2153], [-1.3319, -0.8635, -0.1993], [-1.7209, 0.4726, 0.3624], [2.6333, 0.6637, -0.8191], [2.6275, -0.5192, 0.4779], [1.7577, -0.8741, -1.0436], [-1.1898, -1.6506, 0.5433], [-1.7443, -1.1885, -1.1568], [-1.8220, 0.5393, 1.4467], [-2.3591, 1.1372, -0.2130]],
  "nbo_charge": [-0.7100, 0.6871, -0.5871, -0.4486, -0.2260, -0.2241, 0.2444, 0.2373, 0.2175, 0.1982, 0.2034, 0.2046, 0.2033],
  "smiles": "CC(=O)N1CC1",
  "homo_ev": -9.6102,
  "lumo_ha": 0.035
}

(c)
{
  "formula": "C4H7NO",
  "method": "wB97M-V/def2-TZVPD",
  "elements": ["C", "C", "C", "N", "C", "O", "H", "H", "H", "H", "H", "H", "H"],
  "xyz": [[-1.0364, -0.8920, -0.2564], [0.2900, -0.1647, -0.5048], [1.4365, -1.0747, -0.3713], [2.3540, -1.7597, -0.2046], [0.5081, 1.0200, 0.4615], [-0.5325, 1.9636, 0.3704], [-1.3000, -1.5367, -1.0982], [-0.9943, -1.5065, 0.6482], [-1.8343, -0.1516, -0.1475], [0.2943, 0.2360, -1.5255], [1.4316, 1.5373, 0.1863], [0.6299, 0.6389, 1.4853], [-1.2469, 1.6902, 0.9567]],
  "nbo_charge": [-0.5991, -0.3506, 0.2857, -0.3234, -0.0461, -0.7063, 0.2278, 0.2178, 0.2134, 0.2469, 0.1929, 0.1712, 0.4697],
  "smiles": "C[C@H](C#N)CO",
  "homo_ev": -10.9480,
  "lumo_ha": 0.024
}

Relative energy table, unit kcal/mol: (a) 44.5; (b) 14.1; (c) 0.0

(a)
{
  "formula": "C4H7NO",
  "method": "wB97M-V/def2-TZVPD",
  "elements": ["C", "N", "C", "C", "C", "O", "H", "H", "H", "H", "H", "H", "H"],
  "xyz": [[0.0374, -0.2833, -1.6803], [-0.1170, -0.2908, -0.2184], [0.2782, -1.3418, 0.4632], [-0.6137, 0.8194, 0.4013], [0.0063, 1.2247, 1.6258], [-0.3399, 2.1310, 2.3674], [0.6906, -1.1053, -1.9784], [0.4681, 0.6719, -1.9831], [-0.9411, -0.4137, -2.1483], [-0.0631, -1.4522, 1.4826], [0.9344, -2.0679, 0.0014], [-1.2910, 1.4562, -0.1548], [0.9509, 0.6517, 1.8216]],
  "nbo_charge": [-0.4105, -0.2240, -0.1860, -0.2858, 0.3282, -0.5918, 0.2152, 0.2241, 0.2229, 0.2147, 0.1916, 0.2100, 0.0914],
  "homo_ev": [-7.7540, -7.7547],
  "lumo_ha": [0.005, 0.005]
}

(b)
{
  "formula": "C4H7NO",
  "method": "wB97M-V/def2-TZVPD",
  "elements": ["C", "C", "N", "C", "C", "O", "H", "H", "H", "H", "H", "H", "H"],
  "xyz": [[-0.2939, 0.4814, 2.2726], [-0.0875, 0.5935, 0.7941], [0.4198, -0.3473, 0.1137], [0.5956, -0.1206, -1.3044], [-0.2000, -1.1274, -2.1127], [-0.5889, -0.9160, -3.2352], [-1.3618, 0.5100, 2.5191], [0.1785, 1.3266, 2.7861], [0.1354, -0.4537, 2.6383], [-0.3915, 1.5436, 0.3234], [0.3303, 0.8917, -1.6476], [1.6547, -0.2898, -1.5486], [-0.3908, -2.0920, -1.5988]],
  "nbo_charge": [-0.6680, 0.1477, -0.4179, -0.3588, 0.4406, -0.5139, 0.2278, 0.2245, 0.2331, 0.1436, 0.1953, 0.2293, 0.1167],
  "smiles": "C/C=N/CC=O",
  "homo_ev": -9.7551,
  "lumo_ha": 0.037
}

Relative energy table, unit kcal/mol: (a) 32.5; (b) 0.0

(a)
{
  "formula": "C4H7NO",
  "method": "wB97M-V/def2-TZVPD",
  "elements": ["C", "C", "C", "O", "C", "N", "H", "H", "H", "H", "H", "H", "H"],
  "xyz": [[-1.4977, -0.6615, 0.2464], [-0.2604, -0.1440, -0.4796], [0.2982, 1.1439, 0.1508], [1.7226, 0.9016, 0.2135], [1.8841, -0.3977, -0.1061], [0.8806, -1.0859, -0.4783], [-1.7316, -1.6651, -0.1039], [-2.3891, -0.0367, 0.0857], [-1.3233, -0.7132, 1.3258], [-0.5209, 0.0508, -1.5321], [-0.0759, 1.3394, 1.1661], [0.0802, 2.0066, -0.4748], [2.9258, -0.7327, -0.0116]],
  "nbo_charge": [-0.6099, -0.1090, -0.0957, -0.4936, 0.3829, -0.4738, 0.2253, 0.2113, 0.2054, 0.1930, 0.1807, 0.1930, 0.1903],
  "smiles": "C[C@H]1COC=N1",
  "homo_ev": -9.5924,
  "lumo_ha": 0.038
}

(b)
{
  "formula": "C4H7NO",
  "method": "wB97M-V/def2-TZVPD",
  "elements": ["N", "C", "O", "C", "C", "C", "H", "H", "H", "H", "H", "H", "H"],
  "xyz": [[2.3417, 0.8512, 0.3523], [1.5014, -0.0383, 0.0692], [0.2267, 0.3061, -0.2800], [-0.6970, -0.7154, -0.4377], [-1.0374, -1.5302, 0.5481], [-1.2591, 1.9184, -0.8814], [3.2425, 0.4190, 0.5492], [1.6511, -1.1241, 0.0429], [-1.1414, -0.6945, -1.4264], [-1.7960, -2.2855, 0.3807], [-0.6014, -1.4426, 1.5392], [-0.5583, 2.6721, -0.4715], [-1.8728, 1.6636, 0.0154]],
  "nbo_charge": [-0.6492, 0.3990, -0.5080, 0.1213, -0.4640, -0.2378, 0.3522, 0.1539, 0.2177, 0.2213, 0.2119, 0.0979, 0.0840],
  "homo_ev": -9.0124,
  "lumo_ha": 0.002
}

Relative energy table, unit kcal/mol: (a) 0.0; (b) 127.1

(a)
{
  "formula": "C4H7NO",
  "method": "wB97M-V/def2-TZVPD",
  "elements": ["C", "C", "O", "C", "C", "N", "H", "H", "H", "H", "H", "H", "H"],
  "xyz": [[1.7396, -0.4949, 0.9398], [0.6777, 0.2223, 0.1343], [-0.3570, -0.7027, -0.1460], [-1.3341, -0.1744, -0.9924], [-2.1576, 0.8514, -0.3330], [-2.9809, 1.4362, 0.2415], [2.1315, -1.3467, 0.3760], [2.5657, 0.1845, 1.1683], [1.3199, -0.8653, 1.8796], [1.0877, 0.6032, -0.8149], [0.2703, 1.0832, 0.6889], [-2.0318, -0.9972, -1.1976], [-0.9310, 0.2003, -1.9445]],
  "nbo_charge": [-0.6222, -0.0703, -0.5091, -0.1644, 0.2354, -0.2993, 0.2147, 0.2161, 0.2185, 0.1623, 0.1755, 0.2383, 0.2046],
  "smiles": "CCOCC#N",
  "homo_ev": -10.8527,
  "lumo_ha": 0.031
}

(b)
{
  "formula": "C4H7NO",
  "method": "wB97M-V/def2-TZVPD",
  "elements": ["O", "C", "C", "C", "C", "N", "H", "H", "H", "H", "H", "H", "H"],
  "xyz": [[0.8725, 1.8229, -0.3535], [1.6501, 0.9110, -0.1106], [1.3205, -0.4516, -0.0111], [-0.5831, -0.3810, 0.7274], [-1.4767, 0.3220, -0.1238], [-1.4083, -1.1921, -0.1130], [2.6351, 1.3119, 0.0716], [2.0575, -1.0195, 0.5498], [0.9582, -0.9582, -0.8845], [-0.4438, -0.4151, 1.7906], [-0.7064, 0.8058, -1.0804], [-2.3164, 0.9502, 0.2081], [-2.1750, -1.5976, 0.4267]],
  "nbo_charge": [-0.5596, 0.3719, -0.5580, 0.0214, -0.3110, -0.6076, 0.1227, 0.2183, 0.2565, 0.2098, 0.2540, 0.2229, 0.3586],
  "homo_ev": -9.1087,
  "lumo_ha": 0.023
}

Relative energy table, unit kcal/mol: (a) 0.0; (b) 84.0

(a)
{
  "formula": "C4H7NO",
  "method": "wB97M-V/def2-TZVPD",
  "elements": ["C", "N", "C", "C", "C", "O", "H", "H", "H", "H", "H", "H", "H"],
  "xyz": [[-1.0920, -0.6175, 1.1410], [-0.3969, 0.0339, 0.0842], [0.0384, -0.5444, -1.1444], [1.0265, 0.0367, -0.1836], [1.0701, 1.6525, -0.4220], [1.9678, 2.4165, -0.6009], [-2.1632, -0.5209, 0.9416], [-0.8727, -0.1043, 2.0840], [-0.8159, -1.6707, 1.2153], [-0.1159, -1.6180, -1.2342], [-0.1699, 0.0244, -2.0536], [1.6586, -0.6508, 0.3869], [-0.1350, 1.5626, -0.2143]],
  "nbo_charge": [-0.3967, -0.4319, -0.2361, -0.2268, 0.4076, -0.5088, 0.2084, 0.2085, 0.1749, 0.2032, 0.1988, 0.2203, 0.1786],
  "smiles": "CN1C[C@H]1C=O",
  "homo_ev": -8.8764,
  "lumo_ha": 0.033
}

(b)
{
  "formula": "C4H7NO",
  "method": "wB97M-V/def2-TZVPD",
  "elements": ["O", "C", "C", "C", "C", "N", "H", "H", "H", "H", "H", "H", "H"],
  "xyz": [[1.6545, 1.0272, 0.2124], [0.9137, 0.1793, -0.6070], [0.8869, -1.3280, -0.3085], [-0.2889, -0.4817, -0.0604], [-1.6806, -0.5990, 0.2129], [-1.0256, -0.2528, 1.2324], [1.2730, 0.9844, 1.1002], [1.0004, 0.4869, -1.6475], [1.4267, -1.6796, 0.5667], [0.8384, -2.0130, -1.1519], [-2.6770, -0.9348, -0.0455], [-1.2133, 2.1532, 0.5826], [-1.1082, 2.4581, -0.0861]],
  "nbo_charge": [-0.6904, 0.0975, -0.4779, -0.0474, 0.0979, -0.3020, 0.4774, 0.1936, 0.2233, 0.2177, 0.2157, -0.0019, -0.0035],
  "smiles": "O[C@H]1C[C@]12C=N2.[H][H]",
  "homo_ev": -9.6433,
  "lumo_ha": 0.035
}

Relative energy table, unit kcal/mol: (a) 0.0; (b) 28.4

(a)
{
  "formula": "C4H13NO",
  "method": "wB97M-V/def2-TZVPD",
  "elements": ["C", "C", "C", "C", "N", "H", "H", "H", "H", "H", "H", "H", "H", "H", "H", "H", "O", "H", "H"],
  "xyz": [[-1.8873, 0.2785, -0.3374], [-1.1099, -0.8949, 0.2638], [0.0765, -0.3323, 1.1639], [1.1721, 0.4429, 0.4301], [1.2592, 1.8762, 0.7986], [-2.8539, -0.1083, -0.6503], [-1.3843, 0.7344, -1.1788], [-2.1210, 0.9924, 0.4557], [-1.7326, -1.3469, 1.0358], [-0.5653, -1.6110, -0.3395], [-0.3910, 0.4772, 1.7249], [0.4970, -1.1709, 1.7122], [1.0450, 0.5235, -0.6513], [2.1167, -0.1323, 0.4979], [2.1886, 2.1346, 0.4501], [1.3163, 2.0758, 1.7974], [0.5005, -1.2187, -2.5967], [0.8354, -2.1091, -2.4805], [1.0381, -0.6112, -2.0959]],
  "nbo_charge": [-0.6154, -0.3852, -0.4120, -0.2155, -0.8292, 0.2089, 0.2141, 0.2035, 0.1950, 0.2105, 0.2006, 0.2044, 0.1565, 0.1608, 0.3502, 0.3517, -0.9397, 0.4718, 0.4690],
  "smiles": "CCCCN.O",
  "homo_ev": -9.4560,
  "lumo_ha": 0.032
}

(b)
{
  "formula": "C4H13NO",
  "method": "wB97M-V/def2-TZVPD",
  "elements": ["C", "C", "N", "C", "C", "H", "H", "H", "H", "H", "H", "H", "H", "H", "H", "H", "O", "H", "H"],
  "xyz": [[-0.7194, -1.5168, -1.3181], [0.5325, -0.4940, -0.7867], [0.0671, 0.6386, 0.0814], [0.9166, 1.3158, 0.9615], [-0.9258, 1.5786, -0.5967], [-1.8088, -1.2389, -0.8637], [-0.5919, -1.4639, -2.4436], [-0.3494, -2.5124, -0.9190], [0.9146, 0.0348, -1.7497], [1.4132, -0.9807, -0.4998], [1.2449, 2.3638, 0.7010], [1.8222, 0.6889, 1.0819], [0.3960, 1.6445, 1.8568], [-1.1170, 1.1033, -1.5871], [-1.8549, 1.6146, -0.0433], [-0.4931, 2.5716, -0.7403], [0.0378, -1.3814, 1.5629], [0.7291, -1.8916, 1.9746], [0.0996, -0.6540, 0.6000]],
  "nbo_charge": [-0.6316, -0.3075, -0.4775, -0.3991, -0.4023, 0.2430, 0.2141, 0.2407, 0.1844, 0.2382, 0.1717, 0.2138, 0.2082, 0.2070, 0.2109, 0.2001, -1.0876, 0.4622, 0.5114],
  "smiles": "CCN(C)C.O",
  "homo_ev": -8.7674,
  "lumo_ha": 0.033
}

Relative energy table, unit kcal/mol: (a) 0.0; (b) 76.6